No. 1
DFT (wB97M-V/def2-TZVPD) results for the ion C4H9N2O with charge +1.

Positions of all 16 atoms, in Å:
C (1.941, -0.510, -1.260)
C (1.267, -0.117, -0.017)
C (-0.656, -0.225, -1.381)
C (-1.037, 0.338, 0.912)
N (1.333, -0.985, -2.223)
N (-0.176, -0.489, -0.002)
O (-0.027, -1.113, -2.227)
H (3.081, -0.537, -1.290)
H (1.675, -0.693, 0.898)
H (1.168, 1.014, 0.119)
H (-1.821, -0.532, -1.336)
H (-0.466, 0.866, -1.538)
H (-0.610, 1.331, 1.062)
H (-2.168, 0.570, 0.661)
H (-1.222, -0.310, 1.791)
H (-0.254, -1.425, 0.185)

Output
Net charge ... +1
SMILES ... C[N@@H+]1CC=NOC1
Relative energy (zero: lowest compared OMol25 entry of this formula, charge and spin) ... 467.3 kJ/mol
DFT total energy ... -342.17930 hartree
Largest force on an atom ... 4.06 eV/A
HOMO-LUMO gap ... 11.190 eV



No. 2
DFT (wB97M-V/def2-TZVPD) results for the molecule C7H11NO2S.

Positions of all 22 atoms, in Å:
C (-0.730, 0.532, -0.521)
C (-2.849, -0.543, 0.094)
C (0.661, 0.484, 0.120)
C (-0.825, 0.494, -2.049)
C (1.693, 0.020, -0.848)
C (0.502, -1.483, 1.625)
C (0.738, 0.025, 1.551)
N (-1.770, -0.025, 0.173)
O (-3.854, -1.054, 0.085)
O (-0.125, 2.976, 1.245)
S (0.196, 2.384, -0.061)
H (-1.706, 0.898, -2.529)
H (-0.816, -0.549, -2.270)
H (-0.012, 0.879, -2.631)
H (1.423, -0.993, -0.940)
H (2.632, 0.193, -0.500)
H (1.502, 0.537, -1.712)
H (0.881, -1.893, 0.754)
H (-0.558, -1.822, 1.813)
H (1.084, -1.774, 2.501)
H (1.766, 0.055, 1.876)
H (0.166, 0.658, 2.226)

Output
Relative energy (zero: lowest compared OMol25 entry of this formula, charge and spin) ... 174.2 kJ/mol
DFT total energy ... -876.65920 hartree
Largest force on an atom ... 4.47 eV/A
HOMO-LUMO gap ... 8.660 eV



No. 3
DFT (wB97M-V/def2-TZVPD) results for the molecule C19H28N2O5S.

Positions of all 55 atoms, in Å:
C (-9.377, 0.400, -1.797)
C (-8.077, 0.639, -1.045)
H (-7.898, -0.173, -0.327)
H (-8.123, 1.590, -0.498)
O (-7.031, 0.680, -2.000)
C (-5.763, 0.896, -1.589)
C (-4.797, 0.938, -2.603)
C (-3.472, 1.150, -2.294)
C (-3.098, 1.321, -0.972)
C (-4.036, 1.284, 0.038)
C (-5.372, 1.071, -0.262)
H (-6.093, 1.047, 0.539)
H (-3.709, 1.429, 1.055)
S (-1.372, 1.582, -0.597)
O (-1.233, 1.782, 0.819)
O (-0.841, 2.588, -1.472)
N (-0.745, 0.109, -1.113)
C (0.626, 0.147, -1.572)
C (1.621, 0.114, -0.412)
H (1.470, 1.004, 0.202)
H (2.641, 0.127, -0.802)
C (1.366, -1.135, 0.442)
C (-0.074, -1.092, 0.951)
C (-1.043, -0.997, -0.227)
H (-1.006, -1.916, -0.825)
H (-2.065, -0.854, 0.128)
H (-0.197, -0.218, 1.590)
H (-0.293, -1.983, 1.541)
C (2.356, -1.180, 1.603)
O (2.061, -0.941, 2.753)
N (3.605, -1.547, 1.226)
H (3.833, -1.600, 0.244)
C (4.743, -1.416, 2.102)
H (5.318, -2.348, 2.089)
H (4.362, -1.230, 3.108)
C (5.635, -0.253, 1.643)
C (6.888, -0.087, 2.522)
H (6.808, 0.773, 3.181)
H (7.033, -0.980, 3.131)
C (8.019, 0.052, 1.502)
H (8.139, 1.094, 1.205)
H (8.970, -0.328, 1.865)
C (7.469, -0.760, 0.332)
H (7.643, -1.835, 0.492)
O (6.084, -0.484, 0.309)
H (7.879, -0.474, -0.637)
H (5.029, 0.661, 1.618)
H (1.514, -2.029, -0.178)
H (0.782, -0.713, -2.235)
H (0.733, 1.068, -2.147)
H (-2.713, 1.194, -3.059)
H (-5.123, 0.804, -3.622)
H (-9.546, 1.203, -2.509)
H (-10.207, 0.362, -1.097)
H (-9.324, -0.539, -2.340)

Output
SMILES ... CCOc1ccc(S(=O)(=O)N2CCC(C(=O)NC[C@H]3CCCO3)CC2)cc1
Relative energy (zero: lowest compared OMol25 entry of this formula, charge and spin) ... 126.3 kJ/mol
DFT total energy ... -1624.70470 hartree
Largest force on an atom ... 1.07 eV/A
HOMO-LUMO gap ... 9.615 eV



No. 4
DFT (wB97M-V/def2-TZVPD) results for a structure of composition C8H14B2.

Positions of all 24 atoms, in Å:
B (3.769, -0.182, 0.184)
B (-2.678, -0.698, 1.525)
C (1.523, -1.234, -0.385)
C (2.197, -0.117, 0.024)
C (-3.096, 0.611, -1.144)
C (-2.137, 0.134, -0.391)
C (0.081, -1.213, -0.720)
C (1.463, 1.148, 0.364)
C (0.010, 0.980, 0.450)
C (-0.645, 0.159, -0.746)
H (4.481, 0.584, 0.693)
H (4.134, -1.110, -0.502)
H (-3.532, -0.493, 2.274)
H (-1.899, -1.489, 1.851)
H (2.099, -2.152, -0.331)
H (-2.754, 1.268, -1.867)
H (-4.132, 0.784, -0.840)
H (-0.054, -1.643, -1.763)
H (-0.604, -1.818, -0.072)
H (1.809, 1.163, 1.310)
H (1.887, 1.993, -0.170)
H (-0.196, 0.456, 1.343)
H (-0.732, 1.807, 0.696)
H (-0.355, 0.621, -1.632)

Output
Relative energy (zero: lowest compared OMol25 entry of this formula, charge and spin) ... 386.5 kJ/mol
DFT total energy ... -362.69938 hartree
Largest force on an atom ... 4.33 eV/A
HOMO-LUMO gap ... 8.959 eV